Record 1
Below is a cluster of 2 separate species, C8H10F6O4 in total in a non-equilibrium geometry, with properties calculated with ωB97M-V/def2-TZVPD.

Each line ends with the Löwdin charge.
Element x y z (Å)
C 4.68480 3.83278 -1.04054  -0.03
C 3.40233 3.56372 -1.81640  -0.18
O 2.45024 2.87108 -1.01216  0.10
C 1.97723 1.63540 -1.36856  -0.21
O 2.26274 0.99824 -2.32326  0.44
C 0.94979 1.11556 -0.33186  -0.57
F 1.02727 1.72697 0.82474  0.26
F -0.24489 1.36938 -0.88522  0.23
F 1.22138 -0.12982 -0.17726  0.26
H 4.55527 4.58146 -0.25901  0.09
H 5.46302 4.27336 -1.66373  0.10
H 5.04499 2.89586 -0.61561  0.09
H 3.67716 3.10956 -2.76841  0.14
H 2.90081 4.49017 -2.09616  0.14
C -4.90978 -2.92470 0.68911  -0.06
C -4.04375 -1.99165 1.57521  -0.15
O -2.74194 -2.61740 1.75067  0.05
C -1.63971 -2.21141 1.11279  -0.35
O -1.61617 -1.18262 0.49606  0.17
C -0.36817 -3.03959 1.26129  -0.52
F -0.56146 -4.07420 2.10501  0.18
F -0.09527 -3.58244 0.06110  0.17
F 0.64173 -2.21974 1.57153  0.17
H -4.86069 -3.99095 0.91003  0.08
H -4.60805 -2.77943 -0.34816  0.08
H -5.99036 -2.78519 0.72085  0.08
H -4.59124 -1.92797 2.51559  0.13
H -3.98726 -1.00642 1.11237  0.12

Atomic forces in eV per Å
C -0.314 0.106 0.495
C 1.703 1.766 -1.403
O -1.717 -3.509 -0.187
C 1.937 4.787 1.332
O 0.253 -0.858 -1.214
C -1.946 0.377 0.906
F 0.309 0.331 -0.401
F 0.766 -0.474 0.213
F -0.260 -1.421 -0.011
H -0.282 -0.290 0.218
H -0.162 -0.323 -0.412
H 0.207 0.108 0.049
H -0.481 -0.701 0.211
H -0.103 0.034 0.207
C 0.342 -0.031 -0.659
C -1.576 -0.814 -0.931
O 1.138 -0.808 0.216
C -2.649 1.376 0.841
O 0.683 0.432 -0.747
C -0.529 -1.465 -0.419
F 0.802 1.249 -0.115
F 0.090 0.244 0.150
F -0.286 -0.779 0.550
H 0.706 0.065 0.325
H -0.044 -0.209 -0.102
H 0.076 0.851 0.287
H 0.964 0.077 0.425
H 0.374 -0.121 0.178

Lowest unoccupied orbital energy (spin up / spin down) = -4.8 / -10.9 eV
<S²> = 0.757
Total charge = +1
Energy = -1210.5938 a.u.
Strongest force on any atom = 5.333 eV/Å
HOMO energy (spin up / spin down) = -14.148 / -13.725 eV
Spin multiplicity = 2

Record 2
Below is a cluster of 13 separate species, C23H72O13 in total in a non-equilibrium geometry, with properties calculated with ωB97M-V/def2-TZVPD.

Each line ends with the Löwdin charge.
Element x y z (Å)
C -1.13180 32.87348 23.12446  -0.13
O 0.27205 32.95885 23.07498  -0.14
H -1.53799 33.80882 23.50952  0.08
H -1.63537 32.62862 22.18928  0.09
H -1.29774 32.07181 23.84410  0.08
H 0.47714 33.53135 22.33216  0.09
C 1.00849 26.60177 27.84503  -0.20
O 0.40832 25.35072 27.83230  -0.09
H 0.40888 27.37111 28.33154  0.08
H 2.00119 26.68236 28.28792  0.07
H 1.09690 26.98031 26.82670  0.06
H 0.90601 24.80866 27.21580  0.08
C -1.19853 29.37716 26.35564  -0.17
O -2.33524 30.09175 26.75561  -0.11
H -0.92232 29.60447 25.32601  0.06
H -0.43793 29.67944 27.07552  0.06
H -1.24534 28.29284 26.45637  0.07
H -2.02907 30.98893 26.90702  0.03
C -1.30483 26.28089 23.32140  -0.11
O -1.43528 25.07494 22.44960  -0.14
H -0.25222 26.56380 23.31230  0.05
H -1.80561 27.20956 23.04772  0.07
H -1.61555 26.10136 24.35064  0.07
H -1.02332 25.20682 21.59257  0.01
C -0.21480 32.97223 26.51875  -0.18
O -1.55950 32.87165 26.67836  -0.10
H 0.04872 33.83806 25.91129  0.09
H 0.25227 33.08370 27.49728  0.09
H 0.15088 32.08939 25.99437  0.06
H -2.01551 33.16600 25.88651  0.08
C 2.47106 30.88559 27.95536  -0.11
O 3.14757 30.68277 26.72759  -0.13
H 1.56779 30.27626 27.98584  0.06
H 2.98385 30.55215 28.85756  0.09
H 2.16118 31.92179 28.09091  0.07
H 2.55179 30.84161 25.99179  0.03
C 3.73225 34.12875 22.51532  -0.15
O 4.83055 34.27193 23.38182  -0.13
H 3.66726 34.83228 21.68530  0.09
H 3.95822 33.13154 22.13768  0.05
H 2.79583 34.01709 23.06190  0.06
H 4.96392 33.49121 23.92430  0.02
C 5.49186 26.50038 21.66435  -0.13
O 6.82104 25.98220 22.07572  -0.13
H 5.10595 27.34979 22.22798  0.06
H 5.59842 26.81439 20.62601  0.07
H 4.69462 25.76060 21.73668  0.07
H 6.99859 25.22875 21.50792  0.06
C 1.59269 24.73292 18.21029  -0.05
C 1.28817 25.19323 19.63372  -0.43
C 1.76998 26.61195 20.09128  -0.04
O -0.15518 25.14186 19.88073  -0.08
H 1.32952 25.51540 17.49856  0.08
H 1.06186 23.83938 17.88180  0.08
H 2.65533 24.61981 17.99559  0.08
H 1.78027 24.50085 20.31675  0.13
H 2.84796 26.65994 19.93714  0.07
H 1.57346 26.80787 21.14537  0.06
H 1.28418 27.39089 19.50362  0.08
H -0.36520 24.20745 19.94690  0.09
C 6.25722 31.31517 23.28179  -0.03
C 5.83552 31.14247 24.74720  -0.48
C 6.88055 31.35356 25.83668  -0.04
O 4.78151 32.01501 25.11878  -0.08
H 6.91983 30.47836 23.06090  0.09
H 6.88684 32.20189 23.35524  0.09
H 5.39792 31.38476 22.61481  0.05
H 5.43507 30.13060 24.80927  0.11
H 7.08785 32.41058 26.00347  0.08
H 7.84928 30.88755 25.65640  0.08
H 6.48179 31.15590 26.83168  0.08
H 4.29475 31.52716 25.78711  0.03
C 5.55288 31.57604 19.47898  -0.05
C 4.44469 30.58229 19.00982  -0.45
C 3.39668 30.24504 20.13147  -0.04
O 3.75223 31.14676 17.90975  -0.06
H 5.14511 32.53783 19.79008  0.08
H 6.29340 31.70486 18.68959  0.07
H 6.19278 31.17760 20.26631  0.06
H 4.86392 29.62505 18.69993  0.12
H 3.92640 29.95581 21.03913  0.05
H 2.78018 29.41142 19.79515  0.06
H 2.81129 31.10360 20.46054  0.08
H 4.28922 31.31276 17.13149  0.09
C 4.89502 25.93527 25.43695  -0.06
C 5.22372 25.87624 26.90257  -0.49
C 4.90401 27.22281 27.57080  -0.06
O 4.57374 24.78565 27.54568  -0.04
H 5.16851 26.88270 24.97252  0.07
H 3.82378 25.77292 25.31788  0.08
H 5.32583 25.09335 24.89503  0.08
H 6.29151 25.70946 27.04440  0.13
H 4.92011 27.25479 28.66021  0.08
H 3.93560 27.63679 27.28990  0.05
H 5.55953 28.01115 27.20078  0.07
H 5.01673 24.80860 28.39706  0.08
C 2.71566 28.70445 24.35904  -0.02
C 2.31642 29.97997 23.56520  -0.46
C 1.14791 29.62800 22.66793  -0.05
O 1.87239 31.04159 24.35454  -0.06
H 3.67075 28.85328 24.86278  0.05
H 2.70785 27.75466 23.82430  0.08
H 1.98077 28.60087 25.15735  0.07
H 3.13003 30.33251 22.93127  0.11
H 1.33926 28.81922 21.96270  0.06
H 0.93559 30.52998 22.09395  0.07
H 0.24920 29.36339 23.22505  0.08
H 1.47830 31.63892 23.71462  0.05

Atomic forces in eV per Å
C -0.353 -0.385 0.965
O 0.416 0.273 -0.861
H -0.233 0.074 0.042
H 0.275 -0.072 -0.156
H -0.504 0.005 -0.044
H 0.438 0.118 -0.026
C 0.368 1.578 -0.657
O -0.259 -0.524 0.409
H -0.434 -0.465 0.338
H 0.141 -0.534 0.192
H 0.208 0.111 -0.336
H 0.001 -0.170 0.060
C 0.738 0.228 0.585
O -0.938 -0.619 -0.182
H 0.295 0.078 -0.115
H 0.826 -0.143 -0.428
H -0.763 0.009 0.041
H -0.226 0.450 0.042
C 0.972 -0.852 -1.117
O -0.851 1.429 2.055
H 0.237 -0.079 0.323
H -0.615 -0.346 -0.783
H 0.022 -0.719 -0.252
H 0.286 0.718 -0.127
C 2.035 0.245 -0.671
O -2.755 -0.064 0.610
H 0.240 0.151 0.024
H 0.044 -0.134 -0.067
H 0.537 -0.127 0.111
H -0.052 -0.050 0.020
C -1.041 -0.155 0.099
O 0.798 -0.375 1.165
H -0.305 -0.007 -0.199
H 0.842 0.109 -0.478
H 0.178 0.117 0.020
H -0.656 0.213 -0.390
C 0.615 -2.323 0.525
O 0.577 2.225 0.012
H 0.344 0.268 0.430
H -0.856 -0.250 -1.109
H -0.293 0.483 0.037
H -0.577 -0.305 0.212
C 1.052 -0.638 -0.484
O -1.852 0.968 0.225
H 0.873 0.042 0.427
H -0.279 0.095 -0.090
H 0.200 -0.394 -0.006
H -0.040 -0.039 -0.045
C 0.210 1.273 -0.606
C -0.336 0.414 0.937
C -0.179 -1.000 -1.039
O 0.976 0.051 -0.142
H -0.438 0.151 -0.012
H 0.016 -0.091 0.435
H 0.160 -0.338 0.486
H -0.097 -0.241 0.184
H 0.068 0.157 -0.056
H -0.149 -0.350 -0.033
H 0.017 0.016 -0.074
H -0.244 -0.206 -0.155
C 0.837 0.426 1.931
C -0.434 -0.633 0.524
C 0.707 0.499 -0.058
O 0.092 0.489 -1.299
H -0.145 -0.042 -0.380
H -0.128 0.345 -1.052
H 0.231 0.088 0.018
H 0.051 -0.370 0.267
H 0.046 0.373 -0.800
H -0.096 -0.376 0.164
H -0.087 -0.928 -0.117
H -0.539 0.205 0.631
C 0.046 -1.045 -0.216
C 0.032 0.780 1.016
C 1.141 0.345 -0.674
O -1.055 0.082 0.065
H -0.063 -0.076 -0.094
H -0.274 0.333 -0.412
H -0.399 -0.162 0.418
H 0.390 -0.068 0.057
H 0.245 -0.346 -0.141
H -0.212 0.221 0.115
H -0.204 0.104 -0.505
H 0.430 -0.170 0.269
C -0.519 -0.875 -0.283
C 0.446 1.106 0.454
C -0.417 0.623 -0.338
O -0.063 0.289 -0.156
H 0.126 -0.124 0.082
H -0.271 0.340 0.076
H 0.368 0.155 -0.048
H 0.316 0.062 -0.256
H 0.279 -0.374 0.061
H -0.406 -0.434 -0.106
H 0.491 -0.142 0.068
H -0.365 -0.559 0.379
C -0.076 1.350 0.795
C -0.270 -2.354 -1.000
C -0.161 0.113 -0.773
O 0.321 -0.110 1.105
H 0.066 -0.207 -0.051
H 0.102 0.358 -0.472
H -0.141 -0.087 0.140
H 0.336 -0.120 0.094
H 0.200 0.061 0.011
H -0.344 -0.066 -0.292
H 0.083 0.018 0.262
H -0.391 0.852 0.249

Lowest unoccupied orbital energy = 0.3 eV
Total charge = 0
Energy = -1897.3999 a.u.
Strongest force on any atom = 2.823 eV/Å
HOMO energy = -9.630 eV

Among the records above, which one has the highest strongest force on any atom?
C8H10F6O4